# 1
{
  "formula": "C15H29BO3",
  "method": "ωB97M-V/def2-TZVPD",
  "homo_energy_ev": -8.56,
  "multiplicity": 1,
  "lumo_ev": 0.0,
  "total_charge": 0,
  "smiles": "BCOc1ccccc1.CCOCC.CCOCC",
  "elements": ["B", "C", "O", "C", "C", "C", "C", "C", "C", "H", "H", "H", "H", "H", "H", "H", "H", "H", "C", "C", "O", "C", "C", "H", "H", "H", "H", "H", "H", "H", "H", "H", "H", "C", "C", "O", "C", "C", "H", "H", "H", "H", "H", "H", "H", "H", "H", "H"],
  "xyz": [[3.57125, -1.55127, -0.10510], [2.92323, -0.67099, -1.30016], [1.85568, -1.33146, -2.01980], [0.60361, -1.05518, -1.49540], [-0.29358, -2.14768, -1.08634], [-1.62338, -1.88852, -0.52613], [-2.08354, -0.51736, -0.35964], [-1.24670, 0.60693, -0.78696], [0.06182, 0.30571, -1.34140], [3.41928, -1.14323, 1.00513], [4.20040, -2.54418, -0.23618], [3.75506, -0.47874, -2.04674], [2.65665, 0.33032, -0.87784], [0.01397, -3.21759, -1.17876], [-2.28507, -2.73218, -0.22066], [-3.07358, -0.25628, 0.08922], [-1.54021, 1.67594, -0.71254], [0.74603, 1.13581, -1.65778], [3.08267, -0.06484, 5.30065], [4.17708, -0.57865, 4.38033], [4.68703, 0.40706, 3.49662], [5.27781, 1.54798, 4.09869], [6.46526, 1.22115, 4.98818], [2.25416, 0.34455, 4.71666], [2.70428, -0.87323, 5.92955], [3.44137, 0.72894, 5.95790], [3.76585, -1.37165, 3.75264], [4.99227, -1.03119, 4.95478], [4.52159, 2.12000, 4.64719], [5.61470, 2.18844, 3.28047], [6.18365, 0.58651, 5.83007], [6.90059, 2.13775, 5.39084], [7.23232, 0.68979, 4.42016], [-6.19403, 1.97066, -4.67122], [-5.33231, 1.74802, -3.43962], [-5.83824, 0.75451, -2.56273], [-5.97686, -0.55051, -3.10390], [-4.67026, -1.14514, -3.60026], [-7.21146, 2.24541, -4.38052], [-5.77651, 2.76910, -5.28806], [-6.26275, 1.07367, -5.28859], [-5.29331, 2.67530, -2.86445], [-4.29961, 1.51554, -3.72038], [-6.73544, -0.55323, -3.89432], [-6.36863, -1.17756, -2.29977], [-4.23651, -0.55968, -4.41272], [-4.83085, -2.16047, -3.96833], [-3.93480, -1.17829, -2.79280]],
  "mulliken_charge": [0.340, -0.411, -0.418, 0.356, -0.299, -0.413, -0.470, -0.589, -0.047, -0.148, -0.055, 0.177, 0.228, 0.340, 0.346, 0.364, 0.363, 0.350, -1.089, -0.286, -0.386, -0.361, -1.017, 0.297, 0.391, 0.255, 0.326, 0.295, 0.304, 0.306, 0.264, 0.384, 0.288, -1.053, -0.278, -0.434, -0.373, -0.809, 0.284, 0.389, 0.267, 0.341, 0.267, 0.310, 0.334, 0.255, 0.395, 0.119]
}

# 2
{
  "formula": "C35H31CuF9N2O8PS",
  "method": "ωB97M-V/def2-TZVPD",
  "homo_energy_ev": -1.68,
  "multiplicity": 1,
  "lumo_ev": 4.1,
  "total_charge": -2,
  "elements": ["Cu", "O", "S", "O", "O", "C", "C", "C", "C", "C", "C", "P", "C", "C", "C", "C", "C", "C", "C", "C", "C", "C", "C", "C", "H", "H", "H", "H", "H", "H", "H", "H", "H", "H", "H", "H", "H", "H", "C", "N", "C", "C", "C", "N", "C", "C", "O", "H", "H", "H", "H", "H", "H", "H", "H", "H", "H", "H", "H", "F", "C", "F", "F", "C", "O", "C", "F", "F", "F", "C", "F", "F", "F", "O", "C", "C", "C", "C", "C", "C", "C", "O", "O", "H", "H", "H", "H", "H"],
  "xyz": [[1.41645, -0.27148, -0.41635], [0.78815, -1.43381, -4.53817], [0.40002, -0.87054, -3.26372], [1.45078, -1.06093, -2.24782], [-0.92431, -1.24398, -2.78543], [0.17528, 0.89905, -3.57334], [0.36828, 1.31011, -4.88919], [-0.05168, 2.56380, -5.30298], [-0.69538, 3.40469, -4.40986], [-0.86261, 3.00343, -3.09523], [-0.41413, 1.76717, -2.64026], [-0.47232, 1.32893, -0.83082], [-0.00689, 2.96295, -0.11014], [1.32172, 3.11376, 0.27756], [1.76685, 4.32856, 0.78942], [0.89167, 5.39109, 0.94449], [-0.44379, 5.24283, 0.58173], [-0.88383, 4.03724, 0.05875], [-2.27632, 1.24023, -0.50812], [-3.08754, 0.57767, -1.43197], [-4.42331, 0.32813, -1.14778], [-4.96637, 0.73193, 0.06640], [-4.16175, 1.37418, 0.99613], [-2.82241, 1.61609, 0.71523], [0.82856, 0.61608, -5.57643], [0.10834, 2.87450, -6.32888], [-1.05212, 4.37791, -4.72552], [-1.33083, 3.68315, -2.39537], [2.03344, 2.29786, 0.16407], [2.80733, 4.42465, 1.07043], [1.24389, 6.33293, 1.35011], [-1.14111, 6.06312, 0.70769], [-1.93214, 3.93061, -0.19969], [-2.65473, 0.22218, -2.35864], [-5.03473, -0.19219, -1.87515], [-6.00992, 0.53836, 0.28964], [-4.56859, 1.67749, 1.95389], [-2.19507, 2.09152, 1.46057], [-1.94854, -0.88289, 3.12378], [-2.76652, -1.71714, 2.26438], [-3.92660, -2.32360, 2.86807], [-4.81601, -2.93081, 1.80475], [-3.97655, -3.85604, 0.94896], [-2.88455, -3.11417, 0.36846], [-2.23345, -3.64519, -0.81212], [-2.22869, -2.11558, 1.05722], [-1.22608, -1.58579, 0.62748], [-1.47499, -1.46662, 3.92026], [-2.57397, -0.10810, 3.57583], [-1.15823, -0.41063, 2.54642], [-4.46190, -1.54909, 3.42811], [-3.63339, -3.09722, 3.59697], [-5.22043, -2.13404, 1.17491], [-5.64543, -3.47187, 2.26569], [-4.56448, -4.28397, 0.13242], [-3.61695, -4.69957, 1.56158], [-1.56322, -4.47781, -0.56566], [-1.65720, -2.86485, -1.30415], [-3.00053, -4.00851, -1.50024], [4.98410, 3.09477, 0.07241], [4.92456, 2.66438, -1.19889], [6.09420, 3.02595, -1.76725], [3.97390, 3.38481, -1.80504], [4.55607, 1.12965, -1.23630], [3.40546, 0.94922, -0.64132], [4.52610, 0.68201, -2.74007], [5.66494, 0.98679, -3.41596], [4.34859, -0.62907, -2.87080], [3.52569, 1.28560, -3.39134], [5.70314, 0.34726, -0.49354], [5.68449, 0.61058, 0.81405], [5.56875, -0.97734, -0.61996], [6.95224, 0.64568, -0.92881], [2.95262, -1.83446, 4.78789], [2.51710, -2.56360, 3.71150], [2.80881, -3.92618, 3.66209], [2.42584, -4.70174, 2.57794], [1.75173, -4.10672, 1.52458], [1.47553, -2.74634, 1.58383], [1.83153, -1.94298, 2.66185], [1.40927, -0.47532, 2.67989], [1.11435, 0.00689, 3.77775], [1.36621, 0.10535, 1.56284], [3.43516, -2.44729, 5.35405], [3.35484, -4.37483, 4.48908], [2.66220, -5.75986, 2.56119], [1.44630, -4.68127, 0.65998], [0.92513, -2.28776, 0.76997]],
  "mulliken_charge": [1.012, -0.910, 1.142, -0.564, -0.777, 0.462, -0.533, -0.661, -0.809, -0.370, -0.416, 2.294, 0.765, -0.125, -0.878, -0.610, -0.927, -0.315, 0.095, -0.862, -0.789, -0.515, -0.900, -0.442, 0.520, 0.362, 0.404, 0.294, -0.114, 0.502, 0.364, 0.386, 0.364, 0.307, 0.402, 0.386, 0.380, 0.578, -0.958, 0.913, -0.721, -0.436, -0.767, 0.425, -0.876, -0.509, -0.074, 0.336, 0.372, -0.113, 0.318, 0.287, 0.083, 0.386, 0.391, 0.248, 0.261, 0.157, 0.359, -0.267, 0.461, -0.288, -0.245, 0.220, -0.630, 0.424, -0.323, -0.233, -0.203, 0.655, -0.249, -0.226, -0.288, -0.537, 1.053, -0.778, -0.567, -1.581, 0.637, 0.799, 0.089, -0.775, -0.019, 0.278, 0.199, 0.338, 0.429, 0.042]
}

# 3
{
  "formula": "C29H31FN4O2S",
  "method": "ωB97M-V/def2-TZVPD",
  "homo_energy_ev": -8.09,
  "multiplicity": 1,
  "lumo_ev": 0.4,
  "total_charge": 0,
  "smiles": "Cc1ccc(C)c(N2CCN(C(=O)c3ccc4c(c3)NC(=O)[C@H](CSCc3cccc(F)c3)N4)CC2)c1",
  "elements": ["C", "C", "C", "C", "C", "C", "C", "H", "H", "C", "H", "H", "H", "N", "C", "H", "C", "N", "C", "O", "C", "C", "C", "C", "C", "C", "H", "N", "C", "O", "C", "N", "H", "C", "H", "H", "S", "C", "C", "C", "C", "C", "C", "C", "H", "F", "H", "H", "H", "H", "H", "H", "H", "H", "H", "C", "H", "C", "H", "H", "H", "H", "H", "H", "H", "H", "H", "H"],
  "xyz": [[5.08214, 2.83777, 1.19810], [5.08225, 1.53985, 0.44728], [3.92608, 0.77510, 0.38415], [3.87746, -0.42468, -0.31707], [5.02086, -0.86960, -0.99434], [6.17617, -0.10824, -0.91189], [6.21659, 1.07827, -0.20182], [7.13152, 1.65114, -0.16327], [7.06210, -0.44630, -1.43096], [5.00612, -2.11712, -1.82670], [5.66828, -2.00218, -2.68230], [3.99873, -2.32108, -2.18010], [5.35381, -2.97751, -1.25364], [2.68774, -1.18106, -0.41360], [2.65295, -2.41935, 0.34510], [3.60717, -2.93476, 0.25302], [1.52660, -3.30104, -0.19289], [0.26086, -2.59790, -0.12884], [-0.66604, -2.98295, 0.78656], [-0.48226, -3.92444, 1.53821], [-1.95672, -2.23344, 0.79403], [-2.48352, -1.79667, 2.00458], [-3.69915, -1.14064, 2.05362], [-4.42929, -0.92011, 0.88955], [-3.91346, -1.39824, -0.32500], [-2.69412, -2.04710, -0.37233], [-2.32850, -2.42448, -1.31660], [-4.65741, -1.17478, -1.48801], [-5.70563, -0.32826, -1.58345], [-6.24776, -0.08920, -2.64105], [-6.15766, 0.34385, -0.28751], [-5.67057, -0.32957, 0.88813], [-5.93823, 0.10818, 1.75863], [-5.79766, 1.85628, -0.33859], [-6.56451, 2.43548, 0.17535], [-5.73318, 2.19802, -1.37101], [-4.26657, 2.30184, 0.54038], [-2.96612, 1.90795, -0.69650], [-1.63791, 2.25658, -0.10431], [-1.21738, 1.63664, 1.06842], [-0.01777, 1.98859, 1.65938], [0.79460, 2.95062, 1.08256], [0.37369, 3.54286, -0.09290], [-0.83107, 3.22133, -0.69074], [-1.12670, 3.72623, -1.59734], [1.15746, 4.47447, -0.67311], [1.72998, 3.24895, 1.52836], [0.28380, 1.51728, 2.58262], [-1.84703, 0.88819, 1.52569], [-3.02858, 0.84129, -0.91239], [-3.17343, 2.48626, -1.59659], [-7.25521, 0.28439, -0.29000], [-4.34825, -1.61723, -2.34441], [-4.09442, -0.79149, 2.99561], [-1.92414, -1.97066, 2.91056], [0.30055, -1.32769, -0.81304], [-0.63962, -0.79290, -0.68495], [1.44065, -0.46923, -0.25289], [1.48828, 0.47233, -0.80321], [1.21105, -0.25182, 0.80476], [0.47708, -1.50769, -1.87958], [1.43383, -4.21112, 0.40116], [1.72764, -3.55838, -1.23806], [2.46880, -2.21992, 1.41492], [3.04565, 1.12606, 0.90128], [4.63510, 2.71283, 2.18333], [4.50060, 3.58385, 0.65570], [6.09371, 3.21632, 1.31999]],
  "mulliken_charge": [-1.422, 0.684, -0.111, -0.079, 0.847, -0.824, -0.845, 0.362, 0.434, -1.814, 0.504, 0.312, 0.309, 0.509, -0.578, 0.500, -0.968, 0.162, 0.085, -0.686, 0.600, -1.128, -1.006, 0.842, 0.605, -0.553, 0.345, -0.028, -0.071, -0.664, 0.345, -0.272, 0.290, -0.825, 0.452, 0.384, -0.135, -0.153, 0.172, -0.094, -0.628, -0.523, 0.238, -0.673, 0.468, -0.366, 0.531, 0.298, 0.306, -0.079, 0.621, 0.402, 0.231, 0.337, 0.508, -0.514, -0.111, -1.034, 0.768, 0.475, -0.035, 0.521, 0.235, 0.232, 0.326, 0.345, 0.244, 0.390]
}